DFT (ωB97M-V/def2-TZVPD) results for 2 unconnected molecules or ions with the total composition C7H14N2 at a distorted geometry.

Output
Energy ... -384.28713 hartree
⟨S²⟩ ... 0.7605
E_LUMO (spin up / spin down) ... -4.15 / -7.96 eV
Kohn-Sham gap (spin up / spin down) ... 9.569 / 5.751 eV
Energy above the lowest of the compared OMol25 structures with the same formula, charge and spin ... 25.3 kcal per mole

The geometry in ORCA input format:
```
! RIJCOSX wB97M-V def2-TZVPD def2/J DEFGRID3
* xyz 1 2
C 1.9931 2.4700 0.7344
C 1.1167 1.0859 2.7924
C 1.4944 1.2835 1.4336
C 0.8445 -0.7350 1.5968
N 0.8826 -0.2227 2.9041
N 1.1945 0.1541 0.7064
H 1.1210 1.8807 3.5136
H 0.3715 -0.6374 3.6798
H 3.0534 2.7263 0.7870
H 1.5152 3.3270 1.2482
H 0.3606 -1.6449 1.2796
H 1.5725 2.5604 -0.2625
C -0.9563 -0.9298 -1.4194
C -2.3949 -0.3283 -1.5831
C -0.7835 -2.0886 -2.4234
H -0.7158 -1.2009 -0.3993
H -0.2877 -0.1227 -1.6960
H -3.0242 -0.8847 -2.2704
H -2.9581 -0.4394 -0.6478
H -1.7721 -2.4340 -2.7000
H -0.0303 -2.8469 -2.2182
H -2.3489 0.7511 -1.7357
H -0.2482 -1.7237 -3.3204
*
```



DFT (ωB97M-V/def2-TZVPD) results for a molecular structure, C7H14N2O at a distorted geometry.

Output
Energy ... -459.56088 hartree
E_LUMO ... 0.32 eV
Kohn-Sham gap ... 9.219 eV
Energy above the lowest of the compared OMol25 structures with the same formula, charge and spin ... 199.5 kcal per mole

The geometry in ORCA input format:
```
! RIJCOSX wB97M-V def2-TZVPD def2/J DEFGRID3
* xyz 0 1
C 4.1326 -0.4828 0.2514
C 1.8022 0.5190 -0.2575
C 0.3683 0.1594 -0.2718
C -0.3102 -0.9957 0.0810
C -1.7643 -1.0897 0.0686
C -3.8308 -0.1528 -0.4921
C -2.2853 1.1119 1.0321
H 4.5050 -0.1403 -0.8930
H 4.5730 -1.5984 0.4871
H 4.5101 0.3215 0.9576
H 2.2652 -1.7523 0.0915
H -0.3061 0.9482 -0.7171
H 0.4333 -1.7414 0.6540
H -2.4160 -1.9133 -0.8841
H -2.1318 -1.7047 0.9137
H -4.8002 -0.6588 0.2531
H -4.1956 0.6653 -0.8066
H -4.0795 -0.7923 -1.5022
H -3.2727 1.3581 1.2053
H -1.8119 0.8100 1.7034
H -1.8756 2.3037 0.3754
N 2.6953 -0.5956 0.1300
N -2.4709 0.1753 -0.1921
O 2.2946 1.5526 -0.4842
*
```



DFT (ωB97M-V/def2-TZVPD) results for C7H14N2O in the gas phase at a distorted geometry.

Output
Energy ... -459.76304 hartree
E_LUMO ... 0.96 eV
Kohn-Sham gap ... 9.190 eV
Energy above the lowest of the compared OMol25 structures with the same formula, charge and spin ... 72.7 kcal per mole

The geometry in ORCA input format:
```
! RIJCOSX wB97M-V def2-TZVPD def2/J DEFGRID3
* xyz 0 1
C -2.4055 0.4886 0.5989
C -1.9169 -0.3024 -0.6003
C -1.2560 0.6483 1.5756
C -0.6223 0.3429 -1.2330
C 0.0597 1.3365 1.0315
C 0.4971 0.7427 -0.2828
C 2.9242 -2.1725 -0.3832
N 1.2138 -0.7714 0.1798
N 2.2345 -0.9571 -0.4094
O 1.3974 1.6009 -0.8572
H -2.9092 1.3640 0.3873
H -3.2050 0.0015 1.0794
H -1.7600 -1.3924 -0.2193
H -2.7285 -0.3457 -1.2995
H -1.5337 1.2913 2.4656
H -1.0155 -0.4011 2.0497
H -0.1802 -0.0144 -2.1293
H -1.0336 1.3661 -1.7590
H -0.2677 2.3814 0.7624
H 0.9188 1.2325 1.6913
H 2.8114 -2.7854 -1.3210
H 2.7888 -2.9818 0.5422
H 4.0422 -1.8110 -0.3032
H 1.9461 1.1385 -1.5665
*
```



DFT (ωB97M-V/def2-TZVPD) results for 3 unconnected molecules or ions with the total composition C7H14N2O at a distorted geometry.

Output
Energy ... -459.79130 hartree
E_LUMO ... 0.78 eV
Kohn-Sham gap ... 10.040 eV
Energy above the lowest of the compared OMol25 structures with the same formula, charge and spin ... 54.9 kcal per mole

The geometry in ORCA input format:
```
! RIJCOSX wB97M-V def2-TZVPD def2/J DEFGRID3
* xyz 0 1
C 1.3228 -0.7283 0.6287
C 2.3201 0.3605 1.0509
C 1.3548 -0.9138 -0.8912
N 1.6901 -1.9763 1.2755
C -0.0696 -0.2454 1.0255
O -0.7489 -0.7503 1.8744
H 1.6229 -1.8793 2.2835
H 1.0488 -2.7137 1.0028
H -1.7971 -0.8298 -1.1334
H 2.1391 1.2795 0.4994
H 2.2362 0.5652 2.1162
H 3.3269 0.0111 0.8429
H 0.6745 -1.7091 -1.1905
H 2.3612 -1.1895 -1.1959
H 1.0610 0.0031 -1.3975
C -2.4862 -0.0888 -1.5258
C -0.6950 2.6548 -0.4782
C -3.4204 0.4315 -0.7510
N -0.8131 2.2222 -1.5360
H -2.4079 0.1506 -2.5706
H -0.7073 3.2758 0.3839
H -0.3820 0.7394 0.5145
H -3.5236 0.1484 0.2847
H -4.1076 1.1822 -1.1129
*
```



DFT (ωB97M-V/def2-TZVPD) results for 2 unconnected molecules or ions with the total composition C7H14N2O at a distorted geometry.

Output
Energy ... -459.70031 hartree
E_LUMO ... 0.75 eV
Kohn-Sham gap ... 9.054 eV
Energy above the lowest of the compared OMol25 structures with the same formula, charge and spin ... 112.0 kcal per mole

The geometry in ORCA input format:
```
! RIJCOSX wB97M-V def2-TZVPD def2/J DEFGRID3
* xyz 0 1
C 0.5963 -0.1096 -1.2609
C 0.2047 -0.7708 1.4389
C 1.8271 0.7103 -1.5158
C 1.1315 0.3338 1.7049
C -1.8380 -0.7801 -0.8551
C -1.0480 1.5353 -0.4601
C -0.6065 0.1850 -0.8442
N -0.9989 -1.1704 2.1258
N 0.0320 -2.0005 1.2766
O 1.0117 -1.4546 -1.3585
H 1.4410 1.6560 -2.0107
H 2.2947 0.9836 -0.5455
H 2.4344 0.0446 -2.0359
H 0.8667 1.2244 1.0838
H 2.1103 -0.1140 1.4638
H 1.2423 0.7366 2.7401
H -1.5722 -1.8566 -0.6259
H -2.5230 -0.6869 -1.6974
H -2.5225 -0.5457 -0.0009
H -1.8591 1.7617 -1.0693
H -0.3129 2.3062 -0.3559
H -1.4276 1.3782 0.5880
H -0.7852 -1.2895 3.1658
H 0.3013 -2.0771 -0.9516
*
```



DFT (ωB97M-V/def2-TZVPD) results for 2 unconnected molecules or ions with the total composition C7H14N2O4 at a distorted geometry.

Output
Energy ... -685.53122 hartree
E_LUMO ... 0.79 eV
Kohn-Sham gap ... 8.948 eV
Energy above the lowest of the compared OMol25 structures with the same formula, charge and spin ... 61.3 kcal per mole

The geometry in ORCA input format:
```
! RIJCOSX wB97M-V def2-TZVPD def2/J DEFGRID3
* xyz 0 1
C 1.1204 3.0577 -0.1582
C 0.2421 -1.5924 -0.4665
C -1.4189 -0.3950 0.5289
C 1.9361 4.2839 -0.2926
C -0.1386 -2.5859 -1.5413
C 1.5843 -1.9461 0.2304
C -3.0920 -1.2788 1.9533
N 0.2460 -0.1808 -0.8996
N -0.8491 0.4384 -0.3198
O 1.4245 2.0179 0.3486
O -0.8083 -1.6514 0.5371
O -0.0426 3.1125 -0.7912
O -2.5029 -0.1517 1.2854
H 1.1884 5.0520 -0.2431
H 2.2806 4.3048 -1.2928
H 2.7963 4.3779 0.3594
H -0.1987 -3.6120 -1.0567
H 0.6737 -2.6556 -2.2340
H -1.1678 -2.3338 -1.7328
H 2.2215 -1.1017 0.5621
H 2.3365 -2.2762 -0.5845
H 1.2249 -2.7934 0.7599
H -3.9631 -1.4464 1.3579
H -3.2120 -0.9713 2.9836
H -2.5158 -2.1270 1.9424
H 1.1258 0.2735 -0.4874
H -0.4912 2.1806 -0.7485
*
```



DFT (ωB97M-V/def2-TZVPD) results for C7H14N2O5 in the gas phase at a distorted geometry.

Output
Energy ... -760.77116 hartree
E_LUMO ... 0.43 eV
Kohn-Sham gap ... 9.807 eV
Energy above the lowest of the compared OMol25 structures with the same formula, charge and spin ... 71.5 kcal per mole

The geometry in ORCA input format:
```
! RIJCOSX wB97M-V def2-TZVPD def2/J DEFGRID3
* xyz 0 1
C 2.4607 -0.4091 0.5002
C 1.2232 0.3807 0.0993
C 3.5850 -0.1890 -0.4130
C -1.2131 0.3834 -0.3991
C -1.1135 1.7639 0.2940
C -2.3583 -0.6059 0.2093
C -3.6909 -0.3535 -0.3831
H 1.4883 -2.0267 1.2582
H 2.4465 -2.2716 -0.3055
H 2.9512 0.1296 1.3938
H 3.5115 -0.6654 -1.4325
H 4.5529 -0.5850 -0.1441
H 3.1095 1.7251 -0.4925
H -0.0675 -1.2133 0.7094
H -1.1914 0.4598 -1.4602
H -2.3218 -0.3085 1.3227
H -3.0249 -2.3454 -0.1696
H -3.6095 -0.3469 -1.5325
H -4.4752 -1.0797 -0.1170
H -4.2086 0.6074 -0.1023
H -1.2437 3.5554 0.2306
N 2.3585 -1.8376 0.6760
N 0.0507 -0.2802 0.0519
O 1.2798 1.5822 -0.1401
O 3.9205 1.2030 -0.5959
O -0.5832 1.9357 1.4367
O -2.1483 -1.9320 -0.1673
O -1.6881 2.7235 -0.3274
*
```



DFT (ωB97M-V/def2-TZVPD) results for C7H14N2O5 in the gas phase at a distorted geometry.

Output
Energy ... -760.81174 hartree
E_LUMO ... 0.52 eV
Kohn-Sham gap ... 10.019 eV
Energy above the lowest of the compared OMol25 structures with the same formula, charge and spin ... 46.0 kcal per mole

The geometry in ORCA input format:
```
! RIJCOSX wB97M-V def2-TZVPD def2/J DEFGRID3
* xyz 0 1
C 1.6146 -1.2316 -0.1448
C 0.5407 -0.5174 0.6831
C 1.1367 -1.4602 -1.6702
C 2.1924 -2.0416 -2.6118
C -0.6702 1.4475 1.2707
C -2.0693 1.2255 0.5285
C -0.2834 2.8639 1.3096
H 2.9585 -2.7908 0.2798
H 1.0621 -2.9510 0.7998
H 2.4716 -0.4661 -0.1629
H 0.8881 -0.4616 -2.0863
H 0.2619 -3.1845 -1.5481
H 2.4284 -3.0040 -1.9324
H 3.1670 -1.5478 -2.6121
H 1.8452 -2.3626 -3.6685
H 1.1033 1.2366 -0.0324
H -0.5795 0.9899 2.2354
H 0.8145 2.8696 1.6352
H -0.9566 3.4503 1.8327
H -1.0281 3.3105 -0.4657
H -1.8077 -0.6844 0.9471
N 1.9835 -2.3834 0.6638
N 0.3450 0.7638 0.4705
O -0.1366 -1.2195 1.4301
O 0.0643 -2.2778 -1.7849
O -2.6838 2.1051 -0.0141
O -0.1836 3.3491 -0.0587
O -2.5225 -0.0548 0.5087
*
```



DFT (ωB97M-V/def2-TZVPD) results for C7H14N2O5S in the gas phase at a distorted geometry.

Output
Energy ... -1158.77380 hartree
E_LUMO ... 0.17 eV
Kohn-Sham gap ... 10.552 eV
Energy above the lowest of the compared OMol25 structures with the same formula, charge and spin ... 82.2 kcal per mole

The geometry in ORCA input format:
```
! RIJCOSX wB97M-V def2-TZVPD def2/J DEFGRID3
* xyz 0 1
C 0.1995 0.8553 3.2404
C 1.0399 -0.2561 2.6305
C -1.0466 1.3326 2.5161
C 1.3150 0.0775 1.1458
C -0.6119 1.5780 1.1258
C -0.0409 0.3720 0.4109
C -1.3033 -1.2777 -4.0924
N 1.5248 -0.2975 -2.5122
N 0.3830 -0.4482 -1.7641
O 2.2378 0.5733 -2.0996
O 1.6480 -1.0626 -3.4544
O -2.1211 -1.0642 -1.6757
O -0.5244 -2.8487 -2.1650
O 0.0231 0.6640 -1.0169
S -0.9829 -1.5498 -2.3904
H -0.0642 0.5022 4.2926
H 0.8576 1.6518 3.4871
H 2.1320 -0.4438 2.9621
H 0.6365 -1.3314 2.7523
H -1.6960 0.5147 2.6016
H -1.5074 2.2147 2.9084
H 2.0295 0.9100 1.1697
H 1.9142 -0.8172 0.7984
H -1.5949 1.9179 0.5396
H 0.0442 2.5166 1.2029
H -0.6549 -0.5391 0.5620
H -1.9088 -2.1283 -4.3499
H -1.6972 -0.2301 -4.3637
H -0.2302 -1.3858 -4.4620
*
```